[1]
ORCA calculation (ωB97M-V/def2-TZVPD) on a structure of composition C16H23N5SV at a distorted geometry.

Output
* ΔE to the lowest compared entry with this formula, charge and spin: 0.306 eV
* E: -60926.096 eV
* Kohn-Sham gap (spin up / spin down): 0.2616 / 0.2435 hartree
* HOMO energy (spin up / spin down): -13.01 / -12.52 eV
* spin multiplicity: 2
* net charge: +2

Element x y z (Å)
V: -1.24 0.71 0.03
C: -1.72 3.24 -1.40
C: -0.30 3.26 -0.83
N: -0.25 2.57 0.49
C: 1.13 2.23 0.94
C: 1.61 0.96 0.27
C: 2.94 0.53 0.26
C: 3.24 -0.65 -0.40
C: 2.24 -1.35 -1.08
C: 0.96 -0.85 -1.06
C: -0.19 -1.37 -1.89
N: -1.54 -0.87 -1.44
C: -2.39 -0.33 -2.55
C: -2.09 1.14 -2.77
N: -2.25 1.85 -1.47
N: 0.67 0.24 -0.34
H: -1.72 3.70 -2.39
H: -2.39 3.83 -0.77
H: 0.07 4.28 -0.76
H: 0.37 2.71 -1.50
H: -0.68 3.17 1.19
H: 1.09 2.10 2.02
H: 1.83 3.04 0.73
H: 3.70 1.11 0.74
H: 4.26 -1.02 -0.42
H: 2.48 -2.24 -1.65
H: -0.19 -2.46 -1.94
H: -0.05 -1.02 -2.92
H: -2.04 -1.65 -1.02
H: -3.43 -0.47 -2.24
H: -2.24 -0.89 -3.47
H: -2.73 1.57 -3.55
H: -1.05 1.27 -3.08
H: -3.25 1.87 -1.25
S: -1.61 -0.33 2.21
C: -0.41 -1.52 2.62
N: -0.74 -2.83 2.53
C: 0.08 -3.86 2.84
C: 1.34 -3.61 3.28
C: 1.74 -2.27 3.41
C: 0.88 -1.24 3.09
H: -1.70 -3.03 2.26
H: -0.35 -4.85 2.73
H: 2.00 -4.43 3.53
H: 2.72 -2.04 3.79
H: 1.17 -0.21 3.23

These are the natural (NBO) partial charges, in e, on atoms 1 to 5:
1. V 1.1034
2. C -0.2329
3. C -0.2335
4. N -0.6621
5. C -0.2565

[2]
ORCA calculation (ωB97M-V/def2-TZVPD) on a structure of composition C5H12O2 at a distorted geometry.

Output
* ΔE to the lowest compared entry with this formula, charge and spin: 2.525 eV
* E: -9472.611 eV
* Kohn-Sham gap: 0.3947 hartree
* HOMO energy: -9.88 eV
* spin multiplicity: 1
* net charge: 0

Element x y z (Å)
C: 2.05 0.97 0.99
C: 0.93 -0.03 1.29
C: 0.41 -0.69 0.03
O: -0.73 -1.48 0.15
C: -0.56 0.03 -0.79
C: -0.79 -0.27 -2.22
O: -2.41 0.08 1.21
H: 2.89 0.47 0.49
H: 1.70 1.77 0.33
H: 2.42 1.43 1.90
H: 1.29 -0.82 1.96
H: 0.10 0.47 1.80
H: 1.20 -1.19 -0.54
H: -1.87 -0.72 1.01
H: -0.94 0.98 -0.45
H: -0.44 -1.26 -2.44
H: -1.83 -0.20 -2.51
H: -0.26 0.44 -2.84
H: -3.14 0.01 0.61

These are the natural (NBO) partial charges, in e, on atoms 1 to 5:
1. C -0.6072
2. C -0.4280
3. C 0.0445
4. O -0.5794
5. C 0.1347

[3]
ORCA calculation (ωB97M-V/def2-TZVPD) on a structure of composition C35H36N6SZr.

Output
* ΔE to the lowest compared entry with this formula, charge and spin: 0.270 eV
* E: -57904.399 eV
* Kohn-Sham gap: 0.2772 hartree
* HOMO energy: -19.95 eV
* spin multiplicity: 1
* net charge: +4

Element x y z (Å)
Zr: 0.04 0.06 -0.19
C: 0.47 -1.61 -3.62
C: 0.28 -1.85 -2.15
C: -1.01 -2.02 -1.62
C: -1.22 -2.51 -0.31
C: -2.58 -2.90 0.17
C: -0.09 -2.76 0.48
C: 1.21 -2.60 -0.01
C: 2.40 -3.06 0.77
C: 1.37 -2.07 -1.31
H: 1.43 -1.15 -3.84
H: -0.32 -0.99 -4.04
H: 0.44 -2.58 -4.12
H: -1.85 -1.94 -2.30
H: -3.38 -2.34 -0.31
H: -2.68 -2.81 1.25
H: -2.73 -3.95 -0.08
H: -0.23 -3.18 1.47
H: 2.56 -4.12 0.53
H: 2.24 -3.00 1.84
H: 3.31 -2.52 0.49
H: 2.37 -1.95 -1.71
C: 4.60 0.74 -0.25
C: 4.97 0.55 1.07
C: 4.00 0.18 1.99
C: 2.69 0.00 1.57
N: 2.32 0.22 0.29
C: 3.27 0.57 -0.60
C: 1.62 -0.37 2.52
C: 1.85 -0.69 3.85
C: 0.77 -0.97 4.68
C: -0.52 -0.92 4.17
C: -0.68 -0.62 2.83
N: 0.37 -0.36 2.02
H: 5.32 1.02 -1.01
H: 6.00 0.69 1.39
H: 4.27 0.03 3.02
H: 2.94 0.74 -1.61
H: 2.85 -0.72 4.25
H: 0.94 -1.21 5.72
H: -1.38 -1.12 4.78
H: -1.66 -0.59 2.38
C: -4.43 0.79 -0.85
C: -4.69 1.91 -0.08
C: -3.65 2.52 0.59
C: -2.37 1.99 0.52
N: -2.12 0.85 -0.18
C: -3.14 0.30 -0.86
C: -1.20 2.66 1.11
C: -1.33 3.82 1.86
C: -0.19 4.49 2.30
C: 1.05 3.99 1.94
C: 1.10 2.82 1.20
N: 0.01 2.14 0.82
H: -5.20 0.29 -1.42
H: -5.70 2.32 -0.03
H: -3.84 3.42 1.16
H: -2.91 -0.57 -1.45
H: -2.30 4.22 2.11
H: -0.28 5.38 2.90
H: 1.97 4.48 2.22
H: 2.05 2.42 0.90
C: 1.16 5.40 -5.15
C: 0.46 4.90 -3.94
C: -0.41 5.64 -3.15
C: -1.00 5.03 -2.05
N: -0.76 3.73 -1.72
C: 0.04 3.05 -2.49
S: 0.38 1.31 -2.38
N: 0.66 3.62 -3.56
C: -1.94 5.77 -1.17
H: 0.84 6.40 -5.40
H: 0.97 4.74 -6.00
H: 2.24 5.42 -4.97
H: -0.62 6.66 -3.40
H: 1.27 3.04 -4.13
H: -2.15 6.77 -1.54
H: -1.52 5.85 -0.17
H: -2.88 5.21 -1.10

These are the Mulliken partial charges, in e, on atoms 1 to 5:
1. Zr -0.7248
2. C -1.2958
3. C 0.0215
4. C -0.9208
5. C 1.3556

[4]
ORCA calculation (ωB97M-V/def2-TZVPD) on a cluster of 6 separate species, C17H38BN2O21S5 in total at a distorted geometry.

Output
* E: -119065.581 eV
* Kohn-Sham gap: 0.3008 hartree
* HOMO energy: -11.59 eV
* spin multiplicity: 1
* net charge: +1

Element x y z (Å)
C: 3.00 1.12 0.45
N: 2.17 -0.03 0.89
C: 0.99 0.48 1.65
B: 2.93 -0.86 1.78
O: 3.11 -0.57 3.12
C: 3.53 -2.26 1.20
C: 3.29 -2.47 -0.30
C: 4.22 -3.52 -0.94
C: 4.65 -4.52 0.14
C: 5.61 -3.77 1.07
N: 4.98 -2.49 1.60
H: 2.37 2.01 0.50
H: 3.27 1.03 -0.61
H: 3.88 1.30 1.07
H: 0.50 -0.34 2.17
H: 1.27 1.26 2.37
H: 0.29 0.93 0.94
H: 4.00 -0.57 3.48
H: 2.99 -3.04 1.75
H: 3.33 -1.53 -0.86
H: 2.27 -2.84 -0.36
H: 3.72 -4.01 -1.77
H: 5.14 -3.04 -1.28
H: 3.79 -4.92 0.67
H: 5.23 -5.34 -0.27
H: 5.94 -4.39 1.90
H: 6.47 -3.47 0.48
H: 5.02 -2.51 2.61
H: 5.54 -1.69 1.29
C: -2.94 -1.03 1.74
C: -4.18 -0.41 2.35
O: -3.83 0.97 2.53
S: -2.84 1.43 1.36
O: -3.56 2.09 0.33
O: -1.70 2.04 1.95
O: -2.45 -0.03 0.84
H: -2.18 -1.22 2.50
H: -3.14 -1.94 1.19
H: -4.45 -0.85 3.30
H: -5.03 -0.46 1.66
C: -1.18 6.32 -2.97
C: -0.69 6.21 -1.54
O: -1.83 5.72 -0.83
S: -2.68 4.73 -1.76
O: -2.33 3.39 -1.49
O: -4.03 5.16 -1.74
O: -2.01 5.16 -3.15
H: -1.79 7.21 -3.12
H: -0.37 6.30 -3.70
H: -0.39 7.17 -1.12
H: 0.12 5.49 -1.44
C: 7.67 2.42 -2.22
C: 6.92 1.22 -2.77
O: 5.55 1.63 -2.75
S: 5.46 3.21 -3.05
O: 5.19 3.41 -4.43
O: 4.66 3.80 -2.04
O: 7.00 3.54 -2.79
H: 7.60 2.48 -1.13
H: 8.72 2.44 -2.51
H: 7.03 0.33 -2.16
H: 7.21 1.00 -3.80
C: -4.09 -2.14 -4.28
C: -3.60 -0.75 -4.61
O: -3.09 -0.26 -3.36
S: -2.47 -1.45 -2.51
O: -1.06 -1.50 -2.68
O: -3.03 -1.41 -1.21
O: -3.11 -2.65 -3.35
H: -5.06 -2.12 -3.78
H: -4.14 -2.80 -5.14
H: -4.38 -0.09 -4.96
H: -2.78 -0.77 -5.33
C: -8.31 -2.33 5.49
C: -7.74 -1.05 4.92
O: -6.89 -1.50 3.86
S: -7.51 -2.81 3.18
O: -8.23 -2.44 2.02
O: -6.49 -3.79 3.14
O: -8.54 -3.15 4.34
H: -7.60 -2.84 6.14
H: -9.25 -2.18 6.02
H: -7.15 -0.48 5.64
H: -8.52 -0.41 4.50

These are the Mulliken partial charges, in e, on atoms 1 to 5:
1. C -1.1133
2. N 0.0048
3. C -1.2287
4. B 0.5437
5. O -0.5303

[5]
ORCA calculation (ωB97M-V/def2-TZVPD) on a cluster of 2 separate species, C2H3IO2 in total at a distorted geometry.

Output
* ΔE to the lowest compared entry with this formula, charge and spin: 2.117 eV
* E: -14316.485 eV
* Kohn-Sham gap: 0.3680 hartree
* HOMO energy: -9.76 eV
* spin multiplicity: 1
* net charge: 0

Element x y z (Å)
C: 1.05 0.32 1.04
C: -0.94 -0.19 -1.26
O: 0.72 1.36 0.66
O: 0.16 -0.62 -1.05
I: 0.02 -0.66 2.72
H: 2.02 -0.17 0.68
H: -1.53 -0.74 -1.97
H: -1.50 0.71 -0.83

These are the natural (NBO) partial charges, in e, on atoms 1 to 5:
1. C 0.3450
2. C 0.2999
3. O -0.5031
4. O -0.5056
5. I -0.0417

[6]
ORCA calculation (ωB97M-V/def2-TZVPD) on a structure of composition C46H35BCl7N4O8ReS at a distorted geometry.

Output
* ΔE to the lowest compared entry with this formula, charge and spin: 0.375 eV
* E: -171916.157 eV
* Kohn-Sham gap (spin up / spin down): 0.2417 / 0.2500 hartree
* HOMO energy (spin up / spin down): -4.68 / -4.91 eV
* spin multiplicity: 4
* net charge: -1

Element x y z (Å)
Re: -1.64 -0.80 -1.76
O: -3.45 -3.41 1.30
C: -2.39 -4.22 1.43
C: -2.39 -5.08 2.54
C: -1.33 -5.91 2.78
C: -0.22 -5.92 1.93
C: -0.22 -5.08 0.83
C: -1.29 -4.23 0.56
C: -1.20 -3.31 -0.60
O: -2.24 -2.53 -0.84
N: -0.11 -3.27 -1.30
N: -0.24 -2.26 -2.26
C: 0.47 -2.36 -3.33
C: 0.22 -1.57 -4.51
C: 1.23 -1.49 -5.49
C: 1.01 -0.89 -6.70
C: -0.28 -0.39 -6.98
C: -1.29 -0.48 -6.05
C: -1.08 -1.05 -4.77
O: -2.05 -1.07 -3.91
H: -3.28 -2.82 0.54
H: -3.25 -5.05 3.19
H: -1.35 -6.57 3.65
H: 0.62 -6.57 2.13
H: 0.63 -5.06 0.16
H: 1.23 -3.14 -3.34
H: 2.20 -1.92 -5.26
H: 1.79 -0.82 -7.44
H: -0.48 0.07 -7.94
H: -2.28 -0.10 -6.27
Cl: -6.46 3.56 0.82
C: -4.88 2.85 0.70
C: -3.84 3.31 1.49
Cl: -4.10 4.62 2.60
C: -2.57 2.73 1.37
Cl: -1.25 3.30 2.35
C: -2.29 1.70 0.47
O: -1.10 1.21 0.33
C: -3.38 1.25 -0.34
O: -3.18 0.27 -1.22
C: -4.64 1.81 -0.21
Cl: -5.91 1.21 -1.21
Cl: 5.65 -0.69 0.86
C: 4.73 0.51 0.01
C: 4.02 1.47 0.70
C: 3.32 2.43 -0.01
C: 3.30 2.48 -1.40
C: 2.67 3.67 -2.11
C: 1.74 3.40 -3.30
N: 0.55 2.59 -3.08
C: -0.66 2.85 -3.68
C: -1.48 1.83 -3.37
N: -0.79 0.94 -2.58
C: 0.44 1.41 -2.44
O: 2.18 4.64 -1.21
C: 0.97 4.39 -0.46
C: -0.17 5.25 -0.92
C: -0.12 6.60 -1.08
Cl: 1.23 7.64 -0.82
S: -1.63 7.27 -1.54
C: -2.37 5.72 -1.51
C: -1.48 4.76 -1.17
C: 4.04 1.49 -2.05
Cl: 4.21 1.45 -3.79
C: 4.74 0.50 -1.37
H: 4.01 1.48 1.78
H: 2.79 3.19 0.55
H: 3.51 4.19 -2.59
H: 2.31 2.96 -4.10
H: 1.38 4.38 -3.64
H: -0.82 3.75 -4.24
H: -2.51 1.65 -3.62
H: 1.21 0.95 -1.84
H: 1.22 4.65 0.57
H: 0.67 3.34 -0.46
H: -3.42 5.62 -1.72
H: -1.74 3.71 -1.06
H: 5.29 -0.24 -1.92
C: -0.72 -3.16 5.93
C: 0.69 -2.65 5.60
C: 1.08 -1.60 6.65
C: 1.66 -3.83 5.68
C: 0.75 -2.01 4.21
C: 1.98 -1.64 3.67
C: 2.10 -1.08 2.39
C: 0.95 -0.88 1.66
O: 0.80 -0.43 0.38
B: -0.62 -0.45 0.13
O: -1.26 -1.01 1.29
C: -0.28 -1.23 2.20
C: -0.41 -1.79 3.45
H: -0.70 -3.66 6.90
H: -1.06 -3.88 5.18
H: -1.44 -2.35 5.99
H: 1.00 -2.01 7.66
H: 0.43 -0.73 6.58
H: 2.11 -1.26 6.50
H: 1.56 -4.34 6.64
H: 2.69 -3.52 5.57
H: 1.44 -4.56 4.88
H: 2.88 -1.80 4.25
H: 3.07 -0.85 1.99
H: -1.39 -2.08 3.79

These are the Mulliken partial charges, in e, on atoms 1 to 5:
1. Re 1.5906
2. O -0.7847
3. C 0.4039
4. C -0.5739
5. C -0.1991